# 1
# C56H154N14O14

A cluster of 14 separate species, C56H154N14O14 in total in a non-equilibrium geometry (ωB97M-V/def2-TZVPD, the Open Molecules 2025 dataset).

Calculated values
Maximum force   0.0655 Eh/bohr
Frontier orbital gap   0.335 Eh
HOMO energy   -8.912 eV
Energy   -110078.90351 eV
Energy relative to the best compared isomer or geometry (same formula, charge and spin)   269.68 kcal/mol

```
! wB97M-V def2-TZVPD RIJCOSX def2/J DEFGRID3
* xyz 0 1
O -3.3379 -5.3796 3.2188
O -3.7604 6.5151 -8.6029
O 4.0477 5.8975 -7.4877
O 9.1815 -1.3016 6.5898
O 1.4451 -1.1726 6.4578
O 1.9440 -2.9647 -8.2267
O -5.2601 -6.4097 -5.0678
O 3.8116 -7.5676 2.1159
O -4.8807 5.0179 3.0307
O 0.0342 6.6588 7.0555
O -9.8631 4.6749 -3.4539
O 0.4562 0.5695 -0.9537
O -0.7853 6.4587 -1.0251
O 8.7887 -3.3286 0.6532
N 2.8021 2.8270 -5.7887
N 1.7881 -3.0660 -11.0202
N -1.2739 -1.7754 5.8420
N -7.0617 -9.5482 -5.4466
N 1.3611 8.8393 1.0527
N 2.0549 -1.1055 2.0962
N -4.3340 1.8359 4.9975
N 1.2089 -5.3138 0.7919
N 6.8729 -0.3189 3.8208
N 8.6706 -6.9425 1.5025
N -6.8080 2.8856 -2.1943
N -3.9868 -6.8520 5.5351
N -1.6671 3.5270 8.1304
N -3.9966 6.6908 -4.9450
C 2.8104 -6.6187 2.1237
C -0.6878 9.2224 0.0228
C 8.0111 -2.5724 -0.2372
C 1.0744 -0.3968 -0.0035
C 0.2273 8.1202 0.5435
C -4.0048 -5.7201 -5.2250
C -3.2157 -6.7427 3.2452
C 4.4485 -7.8427 3.3900
C -4.1786 2.7717 3.8539
C -0.2433 5.2625 7.2479
C 2.8581 -2.2929 -10.4135
C -5.3187 3.8572 3.7270
C 0.8543 -2.2480 7.1592
C 4.0633 4.6485 -4.7707
C 10.6492 -5.7102 1.1097
C 2.0561 -6.5029 0.7182
C -6.8372 -8.1628 -5.0052
C -2.7144 -8.8574 4.5871
C 7.3533 -0.7821 5.1302
C -1.4001 5.6315 -0.0540
C 3.8154 4.5436 -7.3242
C 4.8499 6.3164 -8.6118
C -2.9112 -7.2871 4.6514
C -8.4823 4.2433 -3.2915
C -3.9262 -4.9114 2.0902
C 1.6767 -2.5729 -6.8477
C -3.1016 4.8412 -6.3321
C -5.5306 -7.6512 -5.5633
C 2.0709 -0.0695 7.1303
C -8.2087 2.9328 -2.4995
C -1.4044 5.4525 9.4515
C 9.2340 -5.5570 1.6054
C 10.4986 -1.5724 6.8077
C -4.1080 6.9366 -7.3586
C -0.6732 -2.0069 7.1653
C -1.5416 -3.0790 7.8442
C -6.8230 -8.2731 -3.4692
C 1.4110 6.8851 7.2485
C -10.6505 3.9281 -4.3577
C 3.1506 -1.1765 -11.4583
C 6.8239 -2.2355 5.2208
C -1.4797 4.9608 8.0561
C 0.4730 7.0166 -0.4745
C -9.0819 2.6623 -1.2627
C 0.9986 -0.3050 1.5818
C -3.2893 6.4147 -6.1760
C -0.9007 0.1945 -1.3958
C 1.0796 1.0939 2.1371
C -4.1290 5.9887 3.6832
C -4.3213 1.7742 2.6715
C 2.4005 -1.8940 -9.0046
C 8.9250 -0.7835 5.3109
C 3.1094 -6.3388 -0.4124
C 8.3568 -4.7049 0.7414
C 3.2017 4.1964 -5.9256
C -4.5130 6.9181 -9.6384
H 8.6334 -7.0403 0.4980
H 10.4514 -2.1329 7.7414
H 0.6748 1.2015 3.1434
H -8.4381 2.0281 -3.0625
H 4.7616 -8.8714 3.2112
H -7.6050 -10.1137 -4.8101
H 3.6602 -0.4575 -10.8169
H -1.1996 6.5132 9.3063
H -3.8679 7.9989 -7.3149
H 9.2341 -5.1270 2.6070
H 3.1827 -5.6372 2.4171
H -5.0708 1.0082 2.8704
H -3.1989 5.6221 4.1175
H -1.8879 3.0110 7.2906
H -10.3845 4.0126 -5.4113
H -2.4529 5.4756 -0.2894
H -3.5794 -5.2515 1.1144
H -6.3433 3.5907 -2.7484
H -5.2417 1.6308 5.3900
H 1.8453 6.3417 6.4093
H 5.5496 5.5107 -8.8341
H 1.5700 -7.4758 0.6453
H -6.6556 3.1508 -1.2318
H 5.2483 -7.1464 3.6420
H -3.3888 6.7502 -4.1405
H -3.0653 -9.3172 3.6633
H 9.1931 0.2730 5.2980
H 2.7377 -6.3139 -1.4367
H 1.6806 7.9364 7.1480
H 8.4624 -1.5807 -0.2045
H 2.3562 -1.7518 -6.6190
H 1.8600 9.2864 0.2968
H -7.6905 -8.7281 -2.9911
H 3.6757 -2.9874 -10.2202
H 3.7335 -1.6352 -12.2569
H -7.6462 -7.4697 -5.2359
H -2.3797 5.2424 9.8906
H -1.3173 -3.0944 8.9108
H -8.1145 4.1226 -4.3105
H 1.9992 -3.3576 -6.1634
H 1.0278 6.1560 -0.1009
H 2.1556 2.7105 -6.5558
H -3.9342 0.9155 4.8826
H 4.0694 6.3722 -9.3706
H 7.3144 -4.5730 1.0313
H 1.8587 6.5781 8.1937
H -4.1881 -7.1667 2.9951
H 2.9300 -0.5238 7.6238
H -2.3059 5.4651 7.5549
H -0.4146 4.8079 6.2722
H -3.3445 1.3112 2.5312
H 11.0990 -0.6677 6.9039
H -3.2389 3.3229 3.8894
H -4.6896 -8.3241 -5.3955
H -1.6695 -9.1675 4.5788
H 0.8460 7.3979 -1.4251
H -3.8255 -5.5553 -6.2875
H -2.2844 6.8326 -6.1158
H -4.0813 -5.9615 5.0680
H -4.3347 7.6412 -4.8944
H -3.7967 -3.8296 2.0615
H -0.5997 5.0023 10.0327
H -7.9571 5.0939 -2.8571
H -3.8480 6.7810 2.9893
H -4.1290 6.3955 -10.5145
H 5.2513 7.3276 -8.5455
H 8.3081 -5.0904 -0.2771
H 1.2160 -2.5930 8.1278
H -9.5626 3.6053 -1.0020
H 1.0423 -3.1989 6.6607
H -7.6357 -9.5679 -6.2774
H -0.0338 -0.6273 1.7168
H 4.3984 5.6595 -5.0024
H -1.5232 8.6811 -0.4212
H -1.5100 0.9976 -1.8102
H 2.0748 1.5307 2.2212
H -5.5406 -7.6315 -6.6531
H 0.6366 4.7345 7.6154
H -4.9962 -5.1185 2.0664
H 1.4191 -2.3491 -11.6285
H 3.5960 -5.3721 -0.2826
H -0.1931 7.6988 1.4566
H -4.5994 6.5733 4.4739
H 7.4001 -2.8337 4.5149
H -1.2143 -2.7194 5.4878
H 7.4455 -0.5238 3.0144
H -5.6485 4.2312 4.6962
H -0.9786 -0.5857 -2.1529
H 5.7586 -2.3355 5.0126
H 9.4619 -1.2465 4.4830
H 1.0407 9.5739 1.6673
H -6.2415 3.4073 3.3607
H -4.5571 2.2652 1.7274
H -2.4220 -7.0770 2.5770
H 3.3604 -1.5757 -8.5981
H 10.9294 -2.3131 6.1341
H -1.9440 -6.9787 5.0483
H -4.8708 -7.3121 5.3711
H -10.6481 2.8642 -4.1205
H -0.6856 -1.2521 5.2094
H 3.0685 4.2283 -8.0527
H 2.9278 -0.6001 2.0431
H 0.7860 -1.4012 -0.3132
H -5.5486 6.5808 -9.5954
H -5.1889 6.8114 -7.2936
H 7.0086 0.6817 3.7976
H 2.1977 2.7693 -4.9816
H 3.4675 4.7725 -3.8664
H 7.0001 -2.4722 0.1576
H -0.3166 9.7218 -0.8722
H -8.5187 2.2252 -0.4382
H 1.7578 -4.4757 0.9201
H 1.9677 -1.0729 3.1019
H -2.4395 3.3830 8.7651
H 3.8772 -7.1076 -0.3255
H -0.9306 4.6516 -0.1406
H 11.3265 -6.0154 1.9073
H -11.6240 4.3761 -4.5565
H 7.0379 -2.5683 6.2364
H -1.2063 6.0100 0.9496
H -9.8787 1.9758 -1.5489
H 2.3324 0.7101 6.4147
H 0.5657 -5.4046 1.5653
H 7.6854 -6.9166 1.7233
H 0.9615 -3.1674 -10.4488
H -2.5654 4.4811 -5.4541
H -5.9303 -8.7836 -3.1077
H 2.4191 4.9550 -5.9208
H 3.8340 -7.9777 4.2801
H 8.0376 -2.9179 -1.2707
H -6.6735 -7.2399 -3.1558
H -1.0088 9.9419 0.7760
H -4.0620 -4.7867 -4.6651
H -0.9067 -1.1583 7.8084
H 6.8525 -0.3158 5.9786
H 10.9919 -4.7907 0.6352
H 2.1622 -6.8587 2.9665
H -3.9877 4.2144 -6.4329
H 10.7486 -6.4903 0.3548
H 2.1233 -0.1364 -0.1459
H -3.1854 -9.3001 5.4648
H 4.9208 3.9800 -4.6942
H -4.5604 7.9892 -9.8353
H -1.3973 -0.1766 -0.4992
H 2.2411 -0.6824 -11.8002
H -3.2540 -6.3640 -4.7669
H -2.5603 4.5952 -7.2457
H 4.6835 3.9260 -7.5548
H -2.5950 -2.8349 7.7070
H 0.6602 -2.1810 -6.8115
H 0.5686 1.7897 1.4716
H 1.5731 -1.1848 -9.0273
H 1.4128 0.3481 7.8922
H -1.2904 -4.1131 7.6083
*
```



# 2
# C35H50CrN9OS3Si2

A structure of composition C35H50CrN9OS3Si2 in a non-equilibrium geometry (ωB97M-V/def2-TZVPD, the Open Molecules 2025 dataset).

Calculated values
Maximum force   0.0588 Eh/bohr
Frontier orbital gap (alpha / beta)   0.174 / 0.174 Eh
HOMO energy (alpha / beta)   -5.223 / -5.329 eV
Energy   -129250.34699 eV

```
! wB97M-V def2-TZVPD RIJCOSX def2/J DEFGRID3
* xyz 0 4
Cr -0.4134 0.3693 0.1490
S -2.4428 -0.2268 1.3689
S 0.0655 1.9057 2.1249
S 5.6259 1.4043 -2.2425
Si -2.7194 3.1691 -0.6288
Si -0.0486 -2.5875 -1.6875
O 0.5610 -1.1319 1.2231
N -1.1106 -2.4589 2.2777
N 6.7650 5.5923 -1.2469
N 1.3764 0.9694 -0.6626
N 1.7357 3.6641 0.9445
N 0.7769 3.9635 -0.0442
N -1.7264 1.6060 -0.9107
N -3.3304 -2.4074 2.7184
N -0.7182 -0.9818 -1.3112
N 2.4617 2.7357 2.8624
C 3.5043 -3.4801 2.7434
C -1.7602 -0.5028 -2.0671
C 2.4876 0.5950 0.0443
C -1.0921 -3.9077 -0.8586
C -3.5553 0.6350 -3.9153
C 1.1705 -2.9933 2.5187
C -4.5424 3.0678 -1.1160
C -0.1127 -2.9968 -3.5045
C -2.7212 -1.3400 -2.6699
C -2.2905 -1.8023 2.1445
C -2.7937 1.4758 -3.1554
C 3.7543 0.7168 -0.5000
C -2.0731 0.9504 -2.0373
C 2.5184 -2.6959 2.1712
C -3.2076 -4.8550 2.7401
C -3.1842 -3.5969 3.5449
C 1.7907 -2.6633 -1.2391
C 6.0294 2.9982 -1.8802
C -5.2533 -1.9804 1.1626
C -3.5798 -0.7367 -3.5640
C 0.8561 -4.0453 3.3699
C 1.4839 2.8256 1.9475
C 7.3117 4.5569 -0.6123
C 3.9427 1.3096 -1.7635
C 1.5414 1.4851 -1.8968
C -2.5849 3.6326 1.1639
C 5.4258 4.1026 -2.5658
C -2.0021 4.4986 -1.7853
C 3.1950 -4.5379 3.5692
C 5.9094 5.3648 -2.2515
C 7.0165 3.2250 -0.9036
C 0.1126 -2.1040 1.9490
C 2.7991 1.5607 -2.5384
C 1.8677 -4.8301 3.8660
C -4.6846 -1.8484 2.5921
H -4.1863 0.9363 -4.7486
H 2.3758 2.0947 3.6419
H 7.4696 2.3675 -0.3688
H -2.8030 2.7351 1.7492
H -3.2999 4.4693 1.4641
H 0.6695 4.9901 -0.0768
H 1.9767 -3.5799 -0.6784
H -2.2766 -3.5310 4.1383
H 2.8090 1.8617 -3.5941
H -4.6363 -0.8247 2.9753
H -4.3160 -1.3104 -4.1622
H -4.9897 2.0519 -1.3537
H -2.7503 5.2582 -2.0890
H 4.6990 3.9244 -3.3730
H 2.1083 -1.8506 -0.6361
H -2.8175 -2.3913 -2.4031
H 1.6887 -5.6637 4.5710
H -5.2956 -2.4245 3.3279
H -0.6062 -4.2381 0.0734
H -1.2646 -4.7860 -1.5493
H -2.0848 -3.4958 -0.6262
H 8.0652 4.8309 0.1702
H -1.5560 3.9460 1.4054
H -1.1383 -3.1126 -3.8469
H 4.5796 0.4179 0.1034
H 4.5352 -3.2587 2.4972
H -0.2061 -4.2149 3.6365
H -6.1616 -1.3900 1.1381
H 3.9781 -5.1331 4.0595
H -4.5690 -1.6345 0.3402
H 0.4425 -3.9193 -3.6243
H 3.3666 3.1405 2.7212
H -5.4771 -3.0427 0.9801
H -0.1467 3.5777 0.2143
H -2.9639 -5.7306 3.4075
H 0.4184 -2.2137 -4.1150
H -2.7554 2.5370 -3.3320
H -2.4002 -4.8919 2.0036
H 5.5561 6.2168 -2.7796
H -4.2090 -5.0388 2.2759
H 2.3421 0.2483 1.0615
H 2.7804 -1.9109 1.4860
H 0.6181 1.8817 -2.3764
H 2.5784 4.2284 0.8137
H -5.1802 3.5259 -0.3063
H -1.3070 5.0951 -1.1982
H -1.5159 4.1782 -2.7375
H 2.3965 -2.7585 -2.2118
H -4.0062 -3.5596 4.3254
H -4.6721 3.7239 -2.0305
*
```



# 3
# C53H51AsNO4RuSb

A structure of composition C53H51AsNO4RuSb (ωB97M-V/def2-TZVPD, the Open Molecules 2025 dataset).

Calculated values
Maximum force   0.0127 Eh/bohr
Frontier orbital gap (alpha / beta)   0.256 / 0.231 Eh
HOMO energy (alpha / beta)   -9.344 / -10.926 eV
Energy   -135417.19255 eV
Energy relative to the best compared isomer or geometry (same formula, charge and spin)   0.65 kcal/mol

```
! wB97M-V def2-TZVPD RIJCOSX def2/J DEFGRID3
* xyz 1 6
Sb -2.4115 -1.1581 -2.8745
Ru -0.3717 -0.3769 -1.3653
As -0.8463 2.2217 -0.4864
O -0.9321 -1.5482 0.0231
O 0.6322 -2.1305 3.1907
O 1.4301 -0.2325 -0.8179
O 2.6456 -1.5583 2.3128
N 0.6188 0.6449 -3.7190
C -2.6368 -0.3238 -4.8013
C 4.4691 -0.8440 -1.1634
C 2.7980 4.0905 -0.8461
C -1.7627 4.7452 0.6273
C -2.8791 1.8811 2.9917
C 3.3069 4.1606 0.4366
C 1.6504 -1.1028 1.4097
C -1.3979 3.0057 -3.3434
C -2.2048 -3.7947 0.8585
C -1.1083 3.8675 -4.3440
C 1.0898 4.3429 -3.4004
C 0.8595 2.9572 0.0208
C 0.4848 -2.0332 1.7862
C 1.3727 3.0222 1.3077
C 1.5495 3.5034 -1.0698
C 1.6718 -2.7505 -1.9235
C -2.8501 -0.0566 1.5754
C 0.1661 4.4915 -4.4366
C 2.2314 -1.1263 -0.0339
C -4.4159 4.3485 -0.1147
C -3.5028 1.0619 2.0557
C 2.8284 -3.5705 0.0006
C 2.2103 -5.0899 -1.7616
C -4.2908 -0.7919 -1.9661
C 0.8398 3.5006 -2.3449
C 6.1398 0.6863 -0.3636
C -3.1041 -4.0700 3.4587
C -0.9655 -1.6617 1.4353
C -2.3103 -2.9896 3.1134
C 2.8125 -4.8477 -0.5332
C 3.6339 -0.5223 -0.0981
C -1.8585 -2.8414 1.8061
C -1.5656 -0.3881 2.0127
C -0.3446 2.5848 -2.3793
C -2.1367 3.5849 -0.0380
C 2.5960 3.6418 1.5146
C -3.0057 -4.8758 1.2034
C -1.6103 1.5578 3.4369
C -2.7231 5.7038 0.9238
C 2.2178 -2.5109 -0.6690
C 4.0686 0.4187 0.8282
C -0.9564 0.4238 2.9563
C 5.3135 1.0133 0.7007
C 2.0260 -2.1239 3.4741
C -3.4595 -5.0147 2.5047
C -4.0448 5.5074 0.5540
C 5.7108 -0.2434 -1.2982
C -2.5486 -3.2160 -3.3315
C 0.0385 1.1253 -2.7217
C -3.4633 3.3844 -0.4043
C 2.5412 -3.5361 3.6666
C 1.6577 -4.0324 -2.4630
C 2.2636 -1.2340 4.6760
H -3.3456 -0.7060 0.8623
H -1.1238 2.1771 4.1803
H 2.2018 -6.0881 -2.1776
H 5.6413 1.7307 1.4414
H -0.7311 4.9082 0.9151
H -4.7879 6.2580 0.7858
H -2.0434 -2.2549 3.8616
H 1.9742 4.9677 -3.3904
H 0.0138 0.1645 3.3500
H 1.3182 -1.9298 -2.5419
H -5.0677 -0.8194 -2.7276
H 2.1997 -4.1748 2.8532
H 3.4487 0.6810 1.6715
H -4.0829 -5.8550 2.7783
H 2.1731 -3.9439 4.6071
H -2.4333 6.6077 1.4427
H -5.4471 4.1927 -0.4027
H -1.7447 -0.5372 -5.3861
H 2.0504 -0.1959 4.4203
H -4.2885 0.1785 -1.4741
H 0.6469 -3.0096 1.3133
H 4.2698 4.6243 0.6027
H -3.3860 2.7580 3.3715
H 1.6166 -1.5399 5.4972
H 1.3876 -0.0549 1.6078
H -3.5287 -3.3934 -3.7705
H -4.4780 -1.5654 -1.2228
H -1.8677 4.1129 -5.0753
H -3.4505 -4.1739 4.4782
H -3.7646 2.4699 -0.9048
H -4.5033 1.2949 1.7143
H 1.2372 -4.1939 -3.4472
H 3.2834 -5.6576 0.0079
H -3.5082 -0.7712 -5.2751
H -1.7720 -3.4751 -4.0480
H 0.9591 1.3314 -4.4030
H 0.3736 5.1661 -5.2541
H 0.8165 2.6137 2.1418
H -1.8244 -3.6971 -0.1497
H -3.2677 -5.6126 0.4555
H -2.7627 0.7542 -4.7345
H 3.0041 3.7114 2.5147
H 3.6307 -3.5354 3.6868
H -2.3801 2.5511 -3.2747
H 3.3650 4.4976 -1.6722
H 7.1143 1.1458 -0.4593
H -2.4285 -3.8190 -2.4355
H 3.3249 -3.3846 0.9421
H 4.1536 -1.5750 -1.8961
H 6.3467 -0.5108 -2.1315
H 3.3003 -1.3043 5.0021
*
```



# 4
# C5H10O

The molecule C5H10O in a non-equilibrium geometry (ωB97M-V/def2-TZVPD, the Open Molecules 2025 dataset).

Calculated values
Maximum force   0.1449 Eh/bohr
Frontier orbital gap   0.331 Eh
HOMO energy   -8.312 eV
Energy   -7392.14106 eV
Energy relative to the best compared isomer or geometry (same formula, charge and spin)   60.52 kcal/mol

```
! wB97M-V def2-TZVPD RIJCOSX def2/J DEFGRID3
* xyz 0 1
O 0.8310 1.3490 0.0605
C -0.5349 -0.2104 0.0307
C -1.0430 -0.3670 1.4381
C 1.0992 0.1536 0.1604
C 2.3017 -0.3187 -0.5232
C -1.4552 0.6407 -0.8387
H 2.8663 -0.9907 0.1105
H -1.6572 1.6245 -0.4100
H -0.3771 -1.1700 -0.4527
H -1.1367 0.6064 1.9327
H -0.3727 -1.0036 2.0228
H -1.0384 0.7834 -1.8372
H -2.0322 -0.8359 1.4051
H -2.4034 0.0968 -0.9466
H 2.0779 -0.9075 -1.4090
H 2.8921 0.5727 -0.7337
*
```



# 5
# C4H2FNOS

The molecule C4H2FNOS in a non-equilibrium geometry (ωB97M-V/def2-TZVPD, the Open Molecules 2025 dataset).

Calculated values
Maximum force   0.0643 Eh/bohr
Frontier orbital gap   0.317 Eh
HOMO energy   -9.862 eV
Energy   -21267.41232 eV
Energy relative to the best compared isomer or geometry (same formula, charge and spin)   40.86 kcal/mol

```
! wB97M-V def2-TZVPD RIJCOSX def2/J DEFGRID3
* xyz 0 1
S 2.8272 -1.2105 -0.0635
F -3.1155 0.0162 -0.0970
O 0.2856 -0.8445 0.0351
N 2.0035 2.3520 0.0226
C -0.8040 0.0442 -0.1583
C -1.9322 -0.6209 0.1258
C 1.7320 1.2280 0.1175
C 1.5521 -0.2900 -0.0421
H -0.5173 1.0428 -0.5573
H -2.0316 -1.7172 0.6174
*
```